74
Properties=species:S:1:pos:R:3:mulliken_charge:R:1 method="wB97M-V/def2-TZVPD" gap_ev=6.812 charge=-1 e_above_lowest_kcal_mol=7.2 e_tot_ev=-56755.5353
Mg -0.103 -1.120 0.277 1.9679
C -3.534 4.451 -2.850 -1.4662
C -2.590 3.342 -2.452 0.3726
C -1.468 3.012 -3.203 -1.4310
C -0.612 1.989 -2.834 -1.1278
C -0.790 1.221 -1.654 1.2595
N 0.032 0.214 -1.255 0.6704
C 1.139 -0.085 -2.068 -0.6736
C 2.177 0.818 -2.300 0.4083
C 3.291 0.483 -3.046 -0.8486
C 3.438 -0.792 -3.582 0.6099
C 4.690 -1.200 -4.315 -1.6366
C 2.423 -1.705 -3.359 -0.4267
C 1.290 -1.358 -2.637 -0.2343
N 0.272 -2.357 -2.481 0.1766
C -0.107 -3.277 -3.395 -0.1880
C -1.105 -4.035 -2.830 -1.2764
C -1.272 -3.492 -1.546 -0.4431
N -0.443 -2.482 -1.348 0.2053
C -1.965 1.552 -0.925 0.0000
C -2.823 2.565 -1.327 -0.1942
N -2.364 0.799 0.231 0.4264
C -3.087 1.271 1.262 -0.1928
C -3.530 0.197 1.995 -1.3043
C -3.016 -0.919 1.320 -0.2629
N -2.298 -0.564 0.258 -0.6153
H -3.173 4.959 -3.745 0.3531
H -4.537 4.073 -3.064 0.3166
H -3.630 5.201 -2.061 0.3044
H -1.262 3.564 -4.115 0.2776
H 0.231 1.761 -3.470 0.3284
H 2.097 1.797 -1.844 0.5528
H 4.083 1.213 -3.181 0.3294
H 5.231 -0.327 -4.681 0.3945
H 5.358 -1.755 -3.651 0.2951
H 4.460 -1.843 -5.167 0.3633
H 2.531 -2.724 -3.718 0.5213
H 0.335 -3.309 -4.376 0.4815
H -1.632 -4.860 -3.278 0.4059
H -1.950 -3.787 -0.760 0.4292
H -3.726 2.735 -0.748 0.5561
H -3.202 2.330 1.419 0.5091
H -4.104 0.210 2.906 0.4770
H -3.100 -1.958 1.589 0.5418
N 1.176 -3.999 0.884 -0.0169
C 0.252 -3.625 1.858 0.1000
N -0.057 -4.347 2.919 -0.6630
N -0.894 -3.557 3.622 -0.7806
N -1.079 -2.436 3.007 -0.4267
N -0.373 -2.446 1.850 0.7688
C 2.117 -3.043 0.480 0.3732
N 3.340 -3.351 0.104 -0.7328
N 3.912 -2.148 -0.146 -0.6811
N 3.074 -1.196 0.070 -0.5182
N 1.886 -1.725 0.470 0.4983
H 1.596 -4.898 1.060 0.3761
C -0.102 3.436 4.173 -1.8624
C 0.118 1.942 3.952 1.6320
C 1.521 1.546 4.426 -1.7475
C -0.936 1.144 4.714 -1.5866
N -0.076 1.726 2.507 -0.5110
N 0.160 0.391 2.076 -0.1932
H -0.109 3.667 5.239 0.4190
H -1.056 3.740 3.738 0.3784
H 0.693 4.023 3.703 0.4052
H 1.643 1.780 5.487 0.4376
H 2.288 2.089 3.866 0.3886
H 1.695 0.475 4.306 0.3582
H -0.898 1.403 5.774 0.4994
H -0.782 0.065 4.625 0.3153
H -1.932 1.375 4.328 0.2590
H 0.571 2.313 1.991 0.3111
H -0.493 -0.205 2.589 -0.2274
H 1.090 0.055 2.332 0.2148